No. 1
Density functional theory data (ωB97M-V with the def2-TZVPD basis set) for a 2-piece molecular cluster, C4H8O overall.

Geometry as XYZ:
```
13
C4H8O (ωB97M-V with the def2-TZVPD basis set)
C -1.63 0.60 0.29
C -0.43 0.32 -0.61
C 1.32 -1.85 0.05
C 0.83 0.86 -0.02
O 1.75 0.14 0.32
H -2.50 0.07 -0.12
H -1.46 0.22 1.30
H -1.87 1.67 0.35
H -0.56 0.75 -1.61
H 2.27 -1.96 -0.50
H -0.24 -0.76 -0.68
H 1.60 -2.02 1.10
H 0.91 1.96 0.13
```

Results
Energy above the lowest of the compared OMol25 structures with the same formula, charge and spin, kcal per mole: 106.1
Frontier orbital gap, eV: 8.70
Charge: 0
DFT total energy, Ha: -232.2766
HOMO level, eV: -8.12


No. 2
Density functional theory data (ωB97M-V with the def2-TZVPD basis set) for one molecule with the formula C8H15OPS.

Geometry as XYZ:
```
26
C8H15OPS (ωB97M-V with the def2-TZVPD basis set)
C 1.86 -2.20 2.90
C 0.75 -1.95 2.16
P 0.10 -0.03 2.29
O 0.93 0.60 1.01
C 0.21 1.06 -0.21
C 1.23 0.78 -1.34
C -0.30 2.50 -0.11
C -0.97 0.03 -0.41
C -0.54 -1.36 -0.84
C -2.00 0.57 -1.42
S -1.83 -0.07 1.23
H 2.35 -3.21 2.84
H 2.53 -1.59 3.51
H 0.35 -2.76 1.60
H 0.79 0.06 -2.07
H 2.13 0.29 -0.99
H 1.53 1.76 -1.81
H 0.37 3.09 0.60
H -1.29 2.60 0.28
H -0.32 3.05 -1.15
H -1.02 -2.23 -0.46
H 0.61 -1.34 -0.65
H -0.76 -1.54 -1.89
H -1.50 1.02 -2.37
H -2.75 1.30 -1.02
H -2.46 -0.40 -1.68
```

Results
Energy above the lowest of the compared OMol25 structures with the same formula, charge and spin, kcal per mole: 0.0
Frontier orbital gap, eV: 9.25
SMILES: C=CP1OC(C)(C)C(C)(C)S1
Charge: 0
DFT total energy, Ha: -1128.5468
HOMO level, eV: -8.48


No. 3
Density functional theory data (ωB97M-V with the def2-TZVPD basis set) for C20H18CoN6O6S3 as an isolated structure.

Geometry as XYZ:
```
54
C20H18CoN6O6S3 (ωB97M-V with the def2-TZVPD basis set)
Co -1.85 1.27 0.59
N -3.75 0.81 -0.58
N -4.49 -0.23 -0.01
C -4.05 -0.83 1.12
N -4.70 -1.90 1.56
S -2.82 -0.15 2.08
H -4.39 1.58 -0.80
H -3.31 0.49 -1.45
H -5.10 -0.75 -0.62
H -5.33 -2.41 0.97
H -4.22 -2.44 2.27
C -0.37 5.59 0.44
C -0.68 5.05 1.68
C -1.45 3.91 1.73
N -1.92 3.30 0.63
C -1.65 3.86 -0.56
C -0.88 5.00 -0.70
H 0.28 6.46 0.36
H -0.32 5.50 2.59
H -1.71 3.46 2.68
H -2.06 3.36 -1.44
H -0.69 5.40 -1.69
O -2.22 -3.60 1.64
S -1.99 -3.86 0.25
O -2.69 -4.95 -0.35
N -2.38 -2.47 -0.65
C -1.35 -2.07 -1.31
S -1.51 -0.86 -2.52
C -0.07 -2.76 -1.03
C 1.19 -2.45 -1.48
C 2.26 -3.20 -1.00
C 2.06 -4.25 -0.11
C 0.78 -4.58 0.33
C -0.26 -3.81 -0.14
H 1.34 -1.65 -2.18
H 3.27 -2.96 -1.33
H 2.90 -4.83 0.24
H 0.61 -5.39 1.02
O 0.15 1.22 1.47
C 0.59 0.98 0.33
O -0.25 0.91 -0.65
C 2.03 0.75 0.08
C 2.88 0.53 1.16
C 4.22 0.26 0.94
C 4.68 0.22 -0.36
C 3.86 0.46 -1.45
C 2.53 0.74 -1.22
N 6.10 -0.13 -0.60
O 6.48 -0.15 -1.76
O 6.78 -0.39 0.37
H 2.48 0.56 2.17
H 4.90 0.07 1.76
H 4.27 0.42 -2.44
H 1.85 0.94 -2.04
```

Results
Energy above the lowest of the compared OMol25 structures with the same formula, charge and spin, kcal per mole: 0.5
Frontier orbital gap (alpha / beta), eV: 8.97 / 6.56
⟨S²⟩: 6.024
Spin multiplicity: 5
Charge: +1
DFT total energy, Ha: -4129.9750
HOMO level (alpha / beta), eV: -12.36 / -12.50


No. 4
Density functional theory data (ωB97M-V with the def2-TZVPD basis set) for an isolated ion of composition C8H11O3 and charge -1.

Geometry as XYZ:
```
22
C8H11O3 (ωB97M-V with the def2-TZVPD basis set)
C 0.88 -1.82 -0.31
C -0.06 -0.91 0.39
C -1.52 -0.98 -0.05
O -2.14 -2.03 -0.12
C -2.01 0.37 -0.22
O -3.40 0.62 -0.32
C -0.99 1.27 0.03
O -1.01 2.51 -0.03
C 0.34 0.49 0.17
C 1.02 0.88 -1.16
C 1.23 1.02 1.32
H 0.89 -1.93 -1.36
H 0.93 -2.91 -0.07
H 1.95 -1.58 -0.05
H -0.10 -1.12 1.47
H -3.74 -0.30 -0.47
H 0.23 1.12 -1.82
H 1.71 0.04 -1.48
H 1.56 1.77 -0.86
H 2.24 0.56 1.23
H 0.57 0.83 2.31
H 1.41 2.09 1.41
```

Results
Energy above the lowest of the compared OMol25 structures with the same formula, charge and spin, kcal per mole: 0.0
Frontier orbital gap, eV: 6.70
SMILES: C[C@@H]1C(=O)C(O)=C([O-])C1(C)C
Charge: -1
DFT total energy, Ha: -537.1760
HOMO level, eV: -3.09


No. 5
Density functional theory data (ωB97M-V with the def2-TZVPD basis set) for a 8-piece molecular cluster, C15H49N3O8 overall.

Geometry as XYZ:
```
75
C15H49N3O8 (ωB97M-V with the def2-TZVPD basis set)
C 38.32 5.70 0.81
C 36.92 6.30 0.73
C 36.48 6.67 -0.72
O 36.04 5.29 1.06
H 38.61 5.21 -0.12
H 38.51 5.02 1.64
H 38.99 6.55 0.92
H 36.76 7.05 1.51
H 36.49 5.79 -1.36
H 37.22 7.30 -1.20
H 35.55 7.20 -0.57
H 36.23 4.55 0.48
O 31.55 12.21 -1.23
H 30.90 11.73 -0.70
H 31.10 13.01 -1.49
O 34.26 10.47 -0.87
H 34.04 9.65 -1.32
H 33.45 10.99 -0.90
O 29.32 7.51 -8.08
H 29.33 7.25 -7.16
H 28.54 8.07 -8.16
O 28.73 6.82 -5.49
H 27.90 6.51 -5.13
H 29.24 7.09 -4.72
C 31.46 9.94 -3.83
C 31.10 8.44 -3.86
C 32.08 7.47 -3.14
O 32.02 7.71 -1.77
C 32.54 6.63 -0.92
N 29.86 8.24 -3.11
H 30.65 10.53 -4.25
H 32.35 10.27 -4.36
H 31.51 10.27 -2.79
H 30.93 8.12 -4.89
H 33.05 7.51 -3.64
H 31.79 6.47 -3.46
H 31.96 5.72 -1.02
H 32.38 7.13 0.04
H 33.60 6.35 -0.97
H 29.23 9.03 -3.16
H 30.07 8.21 -2.12
C 26.44 10.16 -2.33
C 27.32 11.37 -2.03
C 27.72 11.33 -0.60
O 28.41 12.49 -0.11
C 28.43 12.48 1.32
N 28.35 11.48 -3.02
H 25.59 10.16 -1.65
H 27.06 9.30 -2.06
H 26.09 10.00 -3.35
H 26.71 12.26 -2.16
H 28.29 10.40 -0.50
H 26.77 11.09 -0.12
H 28.98 13.30 1.79
H 28.92 11.55 1.62
H 27.42 12.45 1.73
H 28.92 12.28 -2.77
H 28.10 11.71 -3.97
C 26.26 8.06 -9.45
C 25.69 9.37 -8.91
C 26.09 9.62 -7.37
O 27.58 9.73 -7.28
C 27.96 9.87 -5.97
N 26.27 10.55 -9.68
H 27.29 7.99 -9.11
H 26.29 8.19 -10.53
H 25.65 7.22 -9.12
H 24.61 9.46 -9.06
H 25.74 8.76 -6.79
H 25.59 10.55 -7.11
H 27.67 9.05 -5.32
H 27.66 10.78 -5.44
H 29.05 9.84 -5.88
H 27.26 10.62 -9.49
H 25.93 11.41 -9.27
```

Results
Frontier orbital gap (alpha / beta), eV: 8.66 / 2.59
⟨S²⟩: 0.756
Spin multiplicity: 2
Charge: +1
DFT total energy, Ha: -1366.6280
HOMO level (alpha / beta), eV: -11.37 / -11.37


No. 6
Density functional theory data (ωB97M-V with the def2-TZVPD basis set) for one molecule with the formula C3H3NO.

Geometry as XYZ:
```
8
C3H3NO (ωB97M-V with the def2-TZVPD basis set)
N 2.53 0.13 -0.32
C 1.41 -0.13 -0.23
C 0.02 -0.52 0.04
C -0.96 0.64 0.03
O -2.08 0.51 -0.39
H -0.31 -1.29 -0.65
H 0.00 -0.94 1.05
H -0.61 1.59 0.47
```

Results
Energy above the lowest of the compared OMol25 structures with the same formula, charge and spin, kcal per mole: 6.2
Frontier orbital gap, eV: 11.30
SMILES: N#CCC=O
Charge: 0
DFT total energy, Ha: -246.0816
HOMO level, eV: -10.82


No. 7
Density functional theory data (ωB97M-V with the def2-TZVPD basis set) for one molecule with the formula C5H12Si2.

Geometry as XYZ:
```
19
C5H12Si2 (ωB97M-V with the def2-TZVPD basis set)
C 4.06 -0.46 1.23
C 3.24 0.17 0.57
Si 1.81 1.12 -0.66
Si -0.17 0.13 -0.15
C -0.72 0.00 1.73
C -1.92 0.88 -0.80
C -0.37 -1.61 -0.72
H 4.48 -1.22 1.86
H 1.75 2.56 -0.65
H 2.09 0.69 -2.20
H -1.83 -0.28 1.68
H -0.02 -0.58 2.31
H -0.61 0.96 2.20
H -1.83 1.96 -0.74
H -2.16 0.58 -1.80
H -2.68 0.51 -0.03
H -1.34 -2.03 -0.80
H 0.12 -1.74 -1.70
H 0.22 -2.29 -0.02
```

Results
Energy above the lowest of the compared OMol25 structures with the same formula, charge and spin, kcal per mole: 58.1
Frontier orbital gap, eV: 10.60
SMILES: C#C[SiH2][Si](C)(C)C
Charge: 0
DFT total energy, Ha: -776.5779
HOMO level, eV: -9.95


No. 8
Density functional theory data (ωB97M-V with the def2-TZVPD basis set) for one molecule with the formula C3H7NO2.

Geometry as XYZ:
```
13
C3H7NO2 (ωB97M-V with the def2-TZVPD basis set)
C 0.88 -1.09 -1.37
O -0.32 -1.00 -0.65
C -0.39 0.03 0.26
N -1.70 0.29 0.74
C 0.62 0.79 0.67
O 0.44 1.88 1.48
H 1.69 -1.49 -0.74
H 1.19 -0.11 -1.75
H 0.70 -1.78 -2.20
H -1.88 -0.20 1.61
H -2.39 0.00 0.06
H 1.66 0.62 0.41
H -0.51 2.05 1.47
```

Results
Energy above the lowest of the compared OMol25 structures with the same formula, charge and spin, kcal per mole: 48.4
Frontier orbital gap, eV: 8.76
SMILES: CO/C(N)=C/O
Charge: 0
DFT total energy, Ha: -323.7039
HOMO level, eV: -7.87